[1]
Density functional theory data (the ωB97M-V functional and the def2-TZVPD basis) for a structure of composition C36H90Cs3N6O4S at a distorted geometry.

* ΔE to the lowest compared entry with this formula, charge and spin: 0.0 kJ/mol
* LUMO level: -0.0890 hartree
* frontier orbital gap: 7.5654 eV
* E: -2513.6851 Ha
* total charge: +1
* HOMO energy: -10.0 eV

```
140
Properties=species:S:1:pos:R:3:mulliken_charge:R:1
Cs -24.76 1.37 -22.67 1.523
Cs -25.28 -2.67 -21.03 1.296
Cs -24.17 -3.31 -27.46 1.724
S -24.76 -1.75 -24.33 0.129
O -23.63 -1.12 -23.59 -0.504
O -24.57 -3.21 -24.40 -1.189
O -24.89 -1.21 -25.70 -0.992
O -25.98 -1.38 -23.55 -1.006
N -25.76 -1.84 -29.90 0.925
N -21.12 -2.25 -27.62 0.738
N -23.67 -5.48 -21.24 0.291
N -28.30 2.42 -22.77 0.890
N -24.39 3.29 -25.26 0.824
N -28.42 -4.55 -25.31 0.186
C -25.12 -1.86 -31.21 -0.649
C -27.96 0.94 -24.74 0.775
C -25.82 -6.76 -21.30 -1.323
C -25.55 4.07 -25.67 -0.594
C -20.33 -2.87 -26.56 -0.931
C -28.46 1.08 -23.32 -1.052
C -21.59 -0.90 -27.32 0.639
C -29.42 -5.38 -24.65 -0.849
C -23.76 2.52 -27.60 -1.222
C -23.19 -6.28 -20.11 -0.851
C -29.92 -2.55 -25.49 -1.455
C -26.70 -6.35 -25.23 -1.936
C -24.82 -3.28 -31.69 -1.143
C -29.49 -5.30 -23.12 -0.579
C -21.62 -4.09 -21.24 -1.246
C -22.57 -4.95 -22.05 0.320
C -28.58 -3.12 -25.08 0.909
C -24.65 -6.19 -22.08 0.266
C -20.50 0.16 -27.11 -1.118
C -29.03 3.43 -23.51 -0.683
C -27.76 -2.45 -28.50 -0.359
C -21.28 -2.11 -30.09 -0.789
C -30.56 3.29 -23.52 -1.459
C -27.12 -2.36 -29.88 -0.979
C -26.08 4.97 -24.57 -1.640
C -20.42 -2.41 -28.88 -0.807
C -28.44 2.50 -21.33 -0.525
C -23.24 4.16 -25.07 -0.483
C -26.26 0.64 -29.93 -1.385
C -27.05 -4.92 -24.94 0.437
C -20.99 -2.86 -25.19 -0.489
C -25.59 -0.54 -29.24 0.463
C -24.12 2.16 -26.16 -0.135
C -22.34 -7.50 -20.46 -1.056
C -27.72 3.71 -20.74 -1.133
C -21.91 3.46 -24.86 -1.136
H -26.99 1.40 -24.91 -0.670
H -27.56 3.56 -19.67 0.427
H -27.13 -3.35 -30.33 0.318
H -27.19 -7.05 -24.54 0.334
H -24.51 3.17 -28.04 0.329
H -23.33 1.57 -25.71 0.434
H -21.50 3.01 -25.76 0.148
H -25.69 -3.93 -31.58 0.370
H -25.33 4.66 -26.57 0.299
H -20.71 -2.29 -31.01 0.477
H -23.42 4.77 -24.18 0.436
H -30.98 3.41 -22.52 0.310
H -28.77 -2.83 -28.57 0.438
H -25.55 -7.64 -20.73 0.406
H -19.35 -2.37 -26.47 0.334
H -27.86 -1.45 -28.06 0.162
H -22.09 -8.03 -19.54 0.414
H -24.03 -3.74 -31.09 0.168
H -29.55 -4.26 -22.79 0.173
H -24.17 -1.34 -31.11 0.338
H -29.95 -1.48 -25.31 0.267
H -28.67 3.44 -24.54 0.161
H -27.91 0.35 -22.71 0.226
H -26.35 3.37 -25.97 0.401
H -26.74 3.82 -21.20 0.157
H -27.96 1.61 -20.92 0.432
H -20.84 -1.87 -24.75 0.206
H -24.06 -6.59 -19.53 0.506
H -26.22 -6.01 -20.61 0.255
H -19.53 -1.76 -28.93 0.293
H -25.36 5.73 -24.27 0.458
H -23.00 -4.29 -22.82 -0.286
H -20.55 -3.58 -24.49 0.427
H -21.19 4.18 -24.49 0.451
H -20.97 -4.62 -20.54 0.405
H -26.95 5.51 -24.93 0.453
H -22.00 -5.68 -22.64 0.247
H -26.99 -6.63 -26.24 0.439
H -22.18 -2.72 -30.13 -0.040
H -29.49 2.52 -21.00 0.286
H -22.61 -5.62 -19.46 0.469
H -26.39 -4.27 -25.52 -0.251
H -22.28 -0.55 -28.09 -0.759
H -30.12 -2.73 -26.55 0.260
H -20.01 -3.42 -28.94 0.567
H -26.61 -7.03 -22.00 0.261
H -25.99 1.57 -29.44 0.312
H -25.62 -6.49 -25.10 0.491
H -21.41 -7.24 -20.96 0.259
H -28.29 4.63 -20.88 0.328
H -28.62 -5.75 -22.64 -0.041
H -19.85 -0.09 -26.28 0.380
H -27.78 -0.12 -24.93 -0.743
H -22.06 -3.04 -25.24 -0.159
H -27.21 -3.09 -27.80 -0.086
H -26.35 4.37 -23.69 0.392
H -22.89 -8.21 -21.08 0.265
H -28.59 1.27 -25.57 0.571
H -25.00 1.50 -26.16 -0.401
H -24.99 -5.49 -22.85 -0.325
H -20.93 -3.57 -21.92 0.324
H -31.01 4.00 -24.21 0.458
H -29.28 -6.42 -24.97 0.524
H -24.10 -6.99 -22.60 0.289
H -22.09 -3.29 -20.66 0.156
H -22.81 3.05 -27.64 0.334
H -25.97 0.71 -30.98 0.319
H -30.39 -5.79 -22.75 0.424
H -23.15 4.90 -25.89 0.328
H -29.51 0.75 -23.29 0.297
H -21.57 -1.06 -30.12 0.221
H -26.86 -4.68 -23.88 0.343
H -20.10 -3.89 -26.87 0.511
H -25.73 -1.34 -31.96 0.343
H -23.71 1.63 -28.22 0.098
H -25.93 -0.61 -28.20 -0.098
H -19.86 0.25 -28.00 0.364
H -20.96 1.13 -26.96 0.048
H -30.76 -3.01 -24.96 0.430
H -27.77 -1.76 -30.55 0.287
H -30.85 2.29 -23.85 0.248
H -27.80 -2.61 -25.65 -0.560
H -28.35 -2.83 -24.04 0.208
H -22.24 -0.92 -26.44 -0.172
H -22.00 2.68 -24.09 0.176
H -24.51 -0.36 -29.19 -0.462
H -28.77 4.40 -23.08 0.556
H -24.52 -3.30 -32.74 0.391
H -27.35 0.56 -29.90 0.361
H -30.40 -5.11 -25.05 0.442
```



[2]
Density functional theory data (the ωB97M-V functional and the def2-TZVPD basis) for a structure of composition C36H90F4KN2O32P6S4 at a distorted geometry.

* ΔE to the lowest compared entry with this formula, charge and spin: 97.1 kJ/mol
* LUMO level: 0.0356 hartree
* frontier orbital gap: 7.3670 eV
* E: -8583.8278 Ha
* total charge: -1
* HOMO energy: -6.4 eV

```
175
Properties=species:S:1:pos:R:3:mulliken_charge:R:1
K -16.36 14.42 -14.91 1.056
S -16.53 23.71 -17.43 1.066
S -13.58 15.92 -16.79 0.239
S -14.47 17.72 -15.47 0.551
S -17.51 21.79 -16.21 0.865
P -18.15 15.52 -11.02 0.233
P -9.22 9.02 -14.21 0.761
P -16.48 17.61 -22.45 1.059
P -6.20 15.45 -17.24 0.800
P -19.69 15.67 -16.38 0.585
P -10.23 21.20 -14.35 0.630
F -16.99 21.08 -14.82 -0.286
F -13.78 14.27 -16.79 -0.451
F -15.95 18.31 -15.19 -0.085
F -15.94 25.14 -16.94 -0.346
O -17.53 16.95 -21.64 -0.731
O -19.14 15.95 -17.81 -0.181
O -17.49 16.96 -10.71 -0.198
O -13.96 18.57 -16.51 -0.591
O -9.31 20.97 -15.62 -0.236
O -7.47 15.04 -18.12 -0.191
O -9.74 8.02 -13.10 -0.232
O -17.36 20.80 -17.24 -0.209
O -19.00 14.61 -15.60 -0.855
O -13.84 17.84 -14.18 -0.393
O -13.89 16.21 -18.16 -0.420
O -17.63 14.58 -9.86 -0.276
O -15.95 19.01 -21.86 -0.373
O -19.70 15.75 -10.62 -0.388
O -8.90 8.39 -15.49 -0.771
O -17.93 15.09 -12.40 -0.292
O -9.81 22.67 -13.83 -0.315
O -15.49 23.21 -18.29 -0.585
O -5.02 14.53 -17.78 -0.324
O -12.21 15.96 -16.35 -0.432
O -10.30 10.20 -14.12 -0.205
O -19.80 17.16 -15.76 0.056
O -9.68 20.19 -13.27 -0.184
O -21.20 15.25 -16.69 -0.350
O -17.76 24.17 -17.99 -0.582
O -11.68 21.07 -14.60 -0.501
O -15.16 16.78 -22.63 -0.262
O -7.89 9.65 -13.51 -0.307
O -18.83 22.16 -15.74 -0.621
O -16.97 17.97 -23.93 -0.393
O -6.59 14.95 -15.78 -0.132
O -5.88 16.88 -17.33 -0.752
N -16.49 23.06 -15.99 -0.299
N -14.81 16.13 -15.89 0.466
C -5.27 13.16 -18.14 0.148
C -14.94 14.95 -21.06 -0.744
C -9.78 14.61 -17.67 -0.765
C -17.30 17.48 -17.69 0.675
C -11.25 18.62 -12.22 -0.616
C -15.15 18.16 -25.60 -1.027
C -8.68 24.72 -13.40 -1.258
C -21.48 14.07 -10.69 -1.310
C -11.79 11.74 -15.05 -1.170
C -8.56 23.30 -14.01 -0.032
C -16.24 18.84 -24.81 -0.169
C -8.77 15.63 -18.04 -0.154
C -20.73 15.18 -11.46 0.177
C -7.91 9.95 -12.10 0.046
C -16.48 19.64 -20.68 0.373
C -20.42 18.94 -14.24 -1.231
C -6.53 9.74 -11.49 -1.219
C -8.33 19.81 -17.43 -1.316
C -5.79 14.10 -14.94 -0.640
C -16.59 15.20 -7.73 -1.201
C -14.51 16.38 -21.40 -0.133
C -22.22 16.10 -17.23 -0.007
C -10.37 19.87 -12.10 -0.477
C -6.54 12.72 -14.92 -0.594
C -22.26 15.78 -18.72 -1.194
C -17.38 17.92 -11.76 0.964
C -10.38 11.23 -15.11 0.208
C -11.08 7.46 -13.15 -0.149
C -18.00 19.84 -20.66 -1.160
C -17.07 19.26 -11.11 -1.512
C -4.57 12.76 -19.41 -1.532
C -20.45 17.45 -14.46 0.763
C -9.46 19.77 -16.40 -0.041
C -11.03 6.09 -12.48 -1.236
C -16.38 14.83 -9.20 -0.077
C -17.73 16.09 -18.11 0.205
H -21.46 17.05 -14.49 0.423
H -14.58 18.92 -26.13 0.351
H -8.70 9.44 -11.56 0.377
H -22.24 14.74 -19.06 0.303
H -4.75 14.03 -15.28 0.335
H -9.99 10.81 -16.04 0.424
H -10.84 20.68 -11.54 0.378
H -16.37 19.04 -10.30 0.413
H -11.73 8.14 -12.61 0.275
H -15.74 15.60 -9.62 0.226
H -15.39 17.35 -26.28 0.300
H -16.08 20.65 -20.73 0.281
H -5.89 12.03 -14.38 0.257
H -9.01 16.13 -18.98 0.400
H -21.54 13.21 -11.37 0.364
H -8.28 23.25 -15.06 0.300
H -15.76 19.60 -24.18 0.213
H -17.75 18.22 -18.35 -0.126
H -9.63 19.58 -11.35 0.312
H -8.03 11.04 -12.09 0.184
H -7.87 25.38 -13.74 0.379
H -11.85 18.58 -11.31 0.357
H -18.55 18.97 -20.30 0.206
H -9.59 25.27 -13.63 0.329
H -18.32 20.69 -20.05 0.376
H -15.86 14.62 -7.16 0.378
H -20.69 19.44 -15.17 0.377
H -10.68 17.70 -12.34 0.268
H -7.84 22.94 -13.27 0.178
H -20.28 14.90 -12.41 0.101
H -10.79 15.00 -17.84 0.084
H -9.83 14.20 -16.66 0.174
H -14.36 14.44 -20.29 0.306
H -8.49 18.96 -18.10 0.318
H -18.39 19.98 -21.68 0.411
H -11.98 18.68 -13.02 0.027
H -3.52 13.05 -19.39 0.326
H -4.54 11.68 -19.52 0.393
H -13.43 16.41 -21.56 0.360
H -10.44 19.80 -16.89 0.222
H -6.72 12.34 -15.92 0.156
H -16.24 17.70 -17.76 -0.036
H -16.69 19.92 -11.88 0.376
H -8.50 24.70 -12.33 0.314
H -16.07 19.22 -19.76 -0.133
H -4.80 12.52 -17.39 0.215
H -23.24 16.06 -19.12 0.391
H -12.02 12.10 -14.05 0.311
H -7.41 12.85 -14.28 0.241
H -9.71 12.08 -14.90 -0.122
H -17.69 17.75 -16.71 -0.169
H -9.83 13.71 -18.29 0.391
H -16.56 17.67 -12.45 0.145
H -5.87 10.28 -12.18 0.231
H -6.32 12.87 -18.14 0.335
H -17.51 14.75 -7.34 0.297
H -6.27 10.25 -10.57 0.386
H -16.91 19.36 -25.50 0.356
H -16.52 16.25 -7.47 0.299
H -21.33 16.07 -11.68 0.258
H -21.49 16.29 -19.29 0.233
H -12.47 10.95 -15.36 0.333
H -11.50 7.39 -14.16 0.350
H -21.06 13.79 -9.73 0.330
H -18.26 18.04 -12.40 -0.462
H -7.36 19.52 -17.01 0.345
H -9.42 18.94 -15.70 0.288
H -23.17 15.80 -16.78 0.287
H -22.53 14.29 -10.49 0.328
H -8.28 20.74 -17.98 0.385
H -22.06 17.12 -16.85 0.200
H -6.29 8.68 -11.42 0.304
H -4.99 13.12 -20.35 0.342
H -17.24 15.24 -17.62 -0.080
H -19.82 16.87 -13.78 -0.677
H -5.62 14.57 -13.97 0.402
H -10.30 6.12 -11.66 0.307
H -19.48 19.29 -13.83 0.129
H -17.97 19.71 -10.70 0.370
H -15.94 15.11 -20.65 -0.034
H -15.08 14.35 -21.96 0.367
H -14.69 17.05 -20.57 0.066
H -10.67 5.30 -13.14 0.317
H -11.99 12.63 -15.65 0.256
H -11.98 5.82 -12.04 0.356
H -14.43 17.65 -24.95 0.228
H -8.69 16.47 -17.35 0.033
H -21.14 19.27 -13.49 0.439
H -17.57 15.87 -19.16 -0.155
H -15.91 13.85 -9.26 0.399
```